The following is a quantum chemistry calculation of CH2ClNO3S in the gas phase in a non-equilibrium geometry, from the OMol25 dataset.

Last column: Mulliken charge in e.
Atoms and positions in Å:
H -1.297 -2.101 -0.923  0.17
N 0.297 0.798 0.433  -0.24
C 1.599 0.993 0.513  0.20
O -0.184 -0.477 0.057  -0.16
H 1.864 2.065 0.891  0.26
O 3.051 0.442 0.425  -0.22
O -2.381 -1.181 0.976  -0.44
S -1.831 -0.852 -0.296  0.41
Cl 3.355 -1.100 -0.206  0.02

Atoms 1-3, force components in eV/Å:
-0.505 1.611 0.946
2.557 -0.588 -0.445
0.114 1.437 0.831

Computed properties:
**HOMO level**: -10.20 eV
**Energy above the lowest of the compared OMol25 structures with the same formula, charge and spin**: 155.98 kcal/mol
**F_max**: 0.07199 Eh/bohr
**Calculated total energy**: -1177.91800 hartree
**HOMO-LUMO gap**: 9.82 eV